1.
Entry from the OMol25 dataset: a structure of composition C4H6ClNOS at a distorted geometry (ωB97M-V/def2-TZVPD).

Geometry (Å):
C (0.31, 0.06, 0.38)
C (-0.10, -1.40, 0.72)
C (0.84, 2.30, 1.31)
C (1.48, 2.88, 0.21)
H (0.27, 0.48, -3.12)
H (0.21, -1.54, 1.70)
H (0.05, -2.23, -0.09)
H (0.41, 2.79, 2.35)
H (1.21, 4.27, 0.18)
H (1.97, 2.26, -0.67)
N (0.29, 0.37, -0.82)
O (0.76, 0.76, 1.41)
S (0.20, -0.73, -2.11)
Cl (-1.79, -1.54, 0.71)

The energy above the lowest of the compared OMol25 structures with the same formula, charge and spin is 564.1 kJ/mol. The charge is 0. The calculation puts the HOMO energy at -8.6 eV. The spin multiplicity is 1.



2.
Entry from the OMol25 dataset: the molecule C21H25NO4 (ωB97M-V/def2-TZVPD).

Geometry (Å):
C (-4.58, -2.73, 0.07)
C (-5.78, -1.88, 0.47)
C (-7.08, -2.39, -0.14)
H (-7.00, -2.40, -1.23)
H (-7.29, -3.39, 0.22)
H (-7.91, -1.73, 0.14)
H (-5.86, -1.84, 1.56)
O (-5.60, -0.53, -0.01)
C (-4.85, 0.28, 0.73)
O (-4.34, -0.02, 1.78)
C (-4.77, 1.69, 0.13)
C (-5.07, 1.76, -1.37)
H (-6.06, 1.36, -1.56)
H (-5.04, 2.81, -1.68)
H (-4.34, 1.21, -1.95)
O (-3.55, 2.32, 0.48)
C (-2.36, 1.71, 0.24)
C (-1.24, 2.39, 0.71)
C (0.03, 1.89, 0.51)
C (0.22, 0.69, -0.16)
C (-0.90, -0.01, -0.60)
C (-2.18, 0.49, -0.42)
H (-3.02, -0.08, -0.78)
H (-0.76, -0.95, -1.10)
C (1.55, 0.07, -0.40)
O (1.69, -1.13, -0.54)
N (2.59, 0.94, -0.49)
H (2.42, 1.92, -0.36)
C (3.95, 0.50, -0.64)
H (3.91, -0.55, -0.94)
H (4.44, 1.08, -1.42)
C (4.74, 0.63, 0.68)
C (6.14, 0.11, 0.50)
C (7.19, 0.98, 0.23)
C (8.47, 0.49, 0.03)
C (8.71, -0.87, 0.10)
C (7.67, -1.74, 0.36)
C (6.39, -1.25, 0.56)
H (5.58, -1.93, 0.77)
H (7.85, -2.80, 0.41)
H (9.71, -1.25, -0.06)
H (9.28, 1.18, -0.17)
H (7.01, 2.04, 0.18)
H (4.22, 0.06, 1.45)
H (4.76, 1.68, 0.98)
H (0.87, 2.44, 0.92)
H (-1.40, 3.32, 1.24)
H (-5.52, 2.28, 0.67)
H (-4.74, -3.76, 0.41)
H (-3.68, -2.35, 0.53)
H (-4.46, -2.73, -1.01)

The energy above the lowest of the compared OMol25 structures with the same formula, charge and spin is 41.2 kJ/mol. The charge is 0. Its structure (SMILES) is CC(C)OC(=O)[C@H](C)Oc1ccc(C(=O)NCCc2ccccc2)cc1. The calculation puts the HOMO energy at -8.6 eV. The spin multiplicity is 1.



3.
Entry from the OMol25 dataset: the molecule C5H7NO at a distorted geometry (ωB97M-V/def2-TZVPD).

Geometry (Å):
C (1.99, 0.76, -0.05)
C (0.55, 0.33, -0.10)
C (-0.03, -1.01, 0.17)
C (-0.62, 1.05, -0.20)
O (-0.15, -1.89, -0.94)
N (-2.63, -0.34, 0.55)
C (-1.45, -0.02, 0.24)
H (-0.97, -2.38, -0.79)
H (-3.24, 0.48, 0.68)
H (0.28, -1.52, 1.08)
H (-0.84, 2.05, -0.55)
H (2.11, 1.84, -0.09)
H (2.46, 0.37, 0.86)
H (2.55, 0.28, -0.87)

The energy above the lowest of the compared OMol25 structures with the same formula, charge and spin is 253.7 kJ/mol. The charge is 0. Its structure (SMILES) is [H]/N=C1\C=C(C)[C@@H]1O. The calculation puts the HOMO energy at -9.0 eV. The spin multiplicity is 1.



no.,E_tot (Ha)
1,-1144.1936
2,-1170.9755
3,-324.6278